Entry 1:
2 unconnected molecules or ions with the total composition C7H11N2. Source: the OMol25 dataset; level of theory: ωB97M-V with the def2-TZVPD basis set.

```
20
Properties=species:S:1:pos:R:3:forces:R:3
C -2.6790 0.2221 -1.6984 -0.38 1.69 -1.07
C -1.4738 0.9140 -1.6621 -1.90 -4.26 0.86
C -1.3033 -0.9298 -0.4053 0.49 1.14 0.91
C 1.3173 -0.4374 1.3578 -1.85 2.87 -4.80
C 0.6179 0.5850 -0.3708 1.59 -2.94 4.18
C 0.5617 -0.4212 2.5731 -0.98 -3.14 -0.71
C 1.6590 0.9863 -1.3122 2.74 -1.40 2.70
N -2.5416 -0.8160 -0.8376 -2.66 -3.73 0.64
N -0.6082 0.1170 -0.8921 -0.48 0.74 0.76
H -3.6045 0.4034 -2.3291 1.41 -0.19 1.26
H -1.2489 1.7986 -2.1051 1.02 2.20 -1.17
H -1.0503 -1.5362 0.4596 0.47 -0.03 -0.66
H 2.2490 0.0640 1.4373 1.16 -0.09 -0.32
H 1.0103 0.2697 3.1889 0.00 1.99 1.82
H -0.5113 -0.5950 2.5236 -0.13 0.99 0.04
H 0.8443 -1.3844 3.0055 0.33 -0.34 0.50
H 1.9279 2.0082 -1.1987 0.47 0.92 0.20
H 2.6354 0.3193 -1.2411 -1.94 1.38 0.13
H 1.2903 0.8374 -2.2276 -1.16 -0.39 -4.00
H -3.2635 -1.6064 -0.5371 1.80 2.61 -1.28
```
Positions in Å, forces in eV/Å.

total charge: +1
orbital gap (spin up / spin down): 8.11 / 8.05 eV
HOMO energy (spin up / spin down): -12.0621 / -12.3403 eV

Entry 2:
2 unconnected molecules or ions with the total composition C6H10. Source: the OMol25 dataset; level of theory: ωB97M-V with the def2-TZVPD basis set.

```
16
Properties=species:S:1:pos:R:3:forces:R:3
C 0.1089 0.4488 1.4121 -0.10 0.08 -0.08
C -0.8573 0.9087 0.6149 0.18 -0.01 0.10
C -0.6742 0.4444 -0.7916 -0.21 -0.01 0.01
C 0.5946 0.9270 -1.4486 0.11 0.13 -0.11
C 0.5778 -0.4080 -0.7648 0.05 -0.17 0.00
C 1.0547 -0.4812 0.6820 0.02 -0.02 -0.01
H 0.2323 0.7036 2.4609 -0.05 -0.03 -0.15
H -1.6603 1.5746 0.9169 0.12 -0.09 -0.02
H -1.5325 0.1992 -1.4122 0.15 0.05 0.11
H 1.1218 1.7521 -0.9750 -0.09 -0.13 -0.05
H 0.6279 0.9248 -2.5344 0.01 -0.02 0.16
H 0.6539 -1.2973 -1.3841 -0.02 0.17 0.09
H 2.1050 -0.1814 0.7917 -0.15 -0.02 -0.01
H 0.9734 -1.5057 1.0714 0.02 0.15 -0.05
H -1.6340 -2.0162 0.3098 -0.02 -0.05 0.06
H -1.6920 -1.9935 1.0508 -0.02 -0.03 -0.07
```
Positions in Å, forces in eV/Å.

total charge: 0
SMILES: C1=C[C@H]2C[C@H]2C1.[H][H]
orbital gap: 10.14 eV
HOMO energy: -8.8410 eV

Entry 3:
A molecular structure, C5H4BaO4. Source: the OMol25 dataset; level of theory: ωB97M-V with the def2-TZVPD basis set.

```
14
Properties=species:S:1:pos:R:3:forces:R:3
C -1.7066 -2.0906 -3.0919 0.51 0.24 0.41
C -0.9987 -3.1020 -3.1777 0.47 -0.19 0.34
H -0.4290 -4.0208 -3.2477 -0.16 0.22 -0.10
H -0.5741 -2.1414 -2.4002 -0.60 -0.48 -0.62
O -0.1264 2.3767 0.5595 -0.28 -1.05 -0.65
C -0.3075 1.1966 0.1839 -1.09 3.06 3.79
O -1.4175 0.6257 0.0226 -0.11 -0.72 -2.84
O 0.7775 0.3868 0.3692 3.13 -1.07 1.01
Ba -2.9891 0.2660 -2.3171 0.45 0.44 1.19
C 1.2374 1.3990 2.4865 1.09 -0.51 -1.02
C 1.6663 0.7449 1.4395 -2.82 -1.22 -1.24
O 1.0674 1.6514 3.6758 -0.57 0.70 -0.05
H 2.5629 0.1226 1.5617 -0.16 0.50 -0.31
H 1.2373 2.5853 3.9358 0.14 0.08 0.10
```
Positions in Å, forces in eV/Å.

total charge: +2
orbital gap: 8.42 eV
HOMO energy: -16.0519 eV

Entry 4:
A molecular structure, C36H30LiN5O2. Source: the OMol25 dataset; level of theory: ωB97M-V with the def2-TZVPD basis set.

```
74
Properties=species:S:1:pos:R:3:forces:R:3
Li 0.1681 0.2376 0.1358 -0.02 0.04 0.14
O -6.7696 0.1529 0.0514 0.01 0.00 -0.01
C -6.0220 0.2224 -1.1494 0.01 0.01 0.02
C -4.5661 -0.0055 -0.8561 0.04 -0.02 0.02
C -3.6435 -0.0157 -1.8935 -0.04 0.01 0.02
C -2.3057 -0.1854 -1.5928 0.07 0.03 -0.05
N -1.8542 -0.3578 -0.3534 -0.08 -0.04 -0.05
C -2.7398 -0.3736 0.6426 0.05 -0.02 0.08
C -4.1014 -0.1924 0.4364 -0.07 0.00 -0.03
C -2.1583 -0.5744 2.0069 0.02 -0.02 -0.06
C -2.9376 -0.7340 3.1460 -0.03 0.01 0.01
C -2.3151 -0.9137 4.3731 0.01 0.00 0.04
C -3.1350 -1.1062 5.6257 0.01 -0.01 -0.03
O -4.2646 -0.2541 5.6895 -0.02 -0.02 -0.01
C -0.9284 -0.9231 4.4128 -0.01 -0.03 -0.01
C -0.2303 -0.7621 3.2260 -0.02 -0.01 -0.02
N -0.8244 -0.5935 2.0537 -0.02 0.10 0.01
H -7.6898 0.3435 -0.1469 -0.01 0.01 0.00
H -6.1274 1.2043 -1.6238 -0.01 0.00 0.00
H -6.3614 -0.5322 -1.8672 0.01 -0.01 -0.01
H -3.9541 0.1322 -2.9203 0.01 0.00 0.00
H -1.5490 -0.1591 -2.3669 0.01 0.01 0.01
H -4.8034 -0.1808 1.2553 0.00 0.00 0.00
H -4.0174 -0.7191 3.1013 0.00 0.00 -0.01
H -2.4935 -0.9916 6.5050 -0.01 0.02 0.01
H -3.5354 -2.1212 5.6427 0.01 0.00 0.02
H -3.9627 0.6595 5.6637 0.01 0.01 0.01
H -0.3984 -1.0494 5.3487 0.00 0.00 -0.01
H 0.8547 -0.7585 3.2120 0.00 0.01 0.00
C 3.6498 -2.3409 0.0322 -0.02 -0.02 -0.01
C 2.3149 -1.9173 0.0960 0.02 -0.01 0.05
N 1.9517 -0.7468 0.5696 -0.01 -0.03 -0.09
C 2.9072 0.1009 1.0014 0.00 0.01 0.01
C 4.2698 -0.2289 0.9839 0.02 -0.02 -0.01
C 4.6250 -1.4937 0.4833 0.04 0.02 0.01
C 5.2445 0.7248 1.4324 0.00 -0.01 0.00
C 4.8661 1.9487 1.8501 -0.01 0.01 0.00
C 3.4811 2.3276 1.8650 0.01 0.00 -0.01
C 3.0544 3.6054 2.2669 0.04 0.02 0.01
C 1.7205 3.9024 2.2520 -0.03 0.00 0.00
C 0.8152 2.9134 1.8354 0.05 -0.01 0.01
N 1.1811 1.7132 1.4457 0.09 0.00 0.02
C 2.4990 1.4160 1.4549 -0.06 0.01 0.02
H 3.8883 -3.3117 -0.3791 0.00 0.00 0.01
H 1.5179 -2.5604 -0.2609 0.01 0.00 -0.01
H 5.6708 -1.7757 0.4471 0.00 0.00 0.00
H 6.2904 0.4441 1.4130 0.00 -0.01 0.00
H 5.6031 2.6731 2.1749 -0.01 0.01 0.00
H 3.7890 4.3391 2.5772 -0.01 0.00 0.00
H 1.3543 4.8769 2.5435 0.00 0.00 0.00
H -0.2455 3.1293 1.8120 -0.01 0.00 -0.01
C -1.5669 4.9220 -2.0258 0.00 -0.02 0.02
C -1.8102 4.0650 -0.9577 -0.01 0.03 0.00
C -1.1192 2.8748 -0.8255 0.05 -0.05 -0.05
C -0.1292 2.4644 -1.7564 -0.10 -0.03 0.04
C 0.0966 3.3549 -2.8355 -0.01 0.06 -0.01
C -0.6041 4.5424 -2.9555 0.02 -0.02 0.00
N 0.5528 1.3056 -1.5400 0.12 -0.05 -0.09
C 1.2568 0.7416 -2.5993 -0.10 0.06 -0.06
C 2.5890 0.3320 -2.4459 0.05 -0.05 0.02
C 3.2702 -0.3364 -3.4542 -0.01 0.01 0.01
C 2.6564 -0.6092 -4.6679 -0.01 0.00 0.00
C 1.3456 -0.1827 -4.8583 0.04 0.00 0.03
C 0.6644 0.4787 -3.8514 -0.01 0.01 -0.03
H -2.1089 5.8525 -2.1299 0.00 0.00 0.00
H -2.5604 4.3265 -0.2178 0.00 -0.01 0.00
H -1.3417 2.2155 0.0071 -0.03 0.02 0.01
H 0.8494 3.1080 -3.5734 0.00 0.01 0.01
H -0.3871 5.1934 -3.7955 0.01 0.00 0.00
H 3.0966 0.5681 -1.5188 -0.01 0.00 -0.01
H 4.3004 -0.6343 -3.2921 0.00 0.00 0.01
H 3.1895 -1.1284 -5.4539 0.00 0.00 0.00
H 0.8498 -0.3704 -5.8040 -0.01 0.00 0.00
H -0.3491 0.8215 -4.0287 -0.01 -0.01 0.01
```
Positions in Å, forces in eV/Å.

total charge: 0
orbital gap: 5.65 eV
HOMO energy: -5.6249 eV

Entry 5:
2 unconnected molecules or ions with the total composition C5H10O2. Source: the OMol25 dataset; level of theory: ωB97M-V with the def2-TZVPD basis set.

```
17
Properties=species:S:1:pos:R:3:forces:R:3
C 2.1007 1.8711 0.7610 -0.48 -0.14 -1.28
C 1.7627 0.7978 0.0392 -0.50 0.03 1.16
C 0.4946 0.0497 0.2291 0.12 0.10 -1.34
O 0.5839 -1.1611 -0.5114 -0.40 0.15 1.31
C -0.6104 0.3759 0.8987 0.09 0.01 0.28
C -1.6863 -0.6077 1.2650 0.72 -0.62 -0.83
H 1.3009 2.4036 1.2659 0.38 -0.06 0.48
H 3.0676 2.3304 0.6396 0.08 0.15 0.13
H 2.4296 0.2350 -0.5993 0.32 0.31 -0.04
H 0.8862 -1.8085 0.1376 0.01 -0.34 -0.29
H -0.7215 1.3754 1.3105 0.36 -0.10 0.04
H -1.8757 -1.2588 0.4066 -0.30 0.14 -0.04
H -2.6061 -0.1345 1.5884 0.00 -0.09 0.20
H -1.2675 -1.3128 2.0002 -0.46 0.38 0.25
O -0.9359 -1.0411 -3.1964 0.49 0.35 -0.66
H -1.5842 -0.6071 -3.7715 -0.04 -0.47 0.68
H -1.3386 -1.5071 -2.4633 -0.41 0.18 -0.05
```
Positions in Å, forces in eV/Å.

total charge: 0
SMILES: C=C/C(O)=C/C.O
orbital gap: 9.32 eV
HOMO energy: -8.5482 eV

Entry 6:
A single C4H4O molecule. Source: the OMol25 dataset; level of theory: ωB97M-V with the def2-TZVPD basis set.

```
9
Properties=species:S:1:pos:R:3:forces:R:3
C -0.0728 -1.7531 -0.4260 0.03 0.08 0.01
C 0.4435 -0.6244 -0.0284 -0.06 0.07 -0.04
C 0.7206 0.5854 0.3811 -0.07 -0.28 0.00
C -0.3930 1.5646 0.1453 -0.07 0.03 0.06
O -0.9877 2.1070 1.0357 0.20 0.19 -0.05
H 0.0921 -2.1513 -1.4230 0.10 0.02 0.18
H -0.7155 -2.3061 0.2558 0.12 0.01 -0.14
H 1.5883 0.8652 0.9739 -0.17 -0.10 -0.09
H -0.6756 1.7127 -0.9145 -0.08 -0.03 0.06
```
Positions in Å, forces in eV/Å.

total charge: 0
SMILES: C=C=CC=O
orbital gap: 10.53 eV
HOMO energy: -9.8499 eV

Entry 7:
A single C4H9NO2S molecule. Source: the OMol25 dataset; level of theory: ωB97M-V with the def2-TZVPD basis set.

```
17
Properties=species:S:1:pos:R:3:forces:R:3
O -2.0740 2.2478 -1.4118 -0.17 0.52 0.56
C -1.0206 1.8871 -0.9496 -0.80 -0.77 -1.42
O 0.1660 2.4359 -1.3503 0.54 0.28 0.85
N -0.8702 0.7318 -0.2355 1.31 0.47 1.45
C 0.3239 0.5604 0.6554 -0.78 -0.11 -1.51
C 1.1023 -0.6634 0.2228 1.38 -0.22 0.66
C 0.4569 -2.0207 0.0431 -0.30 0.44 0.09
S -0.4530 -2.5212 1.5543 0.07 -0.12 -0.35
H 0.1559 3.3953 -1.2044 -0.30 -0.30 -0.41
H -1.6939 0.4102 0.2462 -0.43 0.13 -0.53
H -0.0130 0.6076 1.6881 0.12 -0.47 0.08
H 0.9860 1.3959 0.4773 0.02 0.26 0.14
H 1.7296 -0.4378 -0.6383 -0.46 0.19 -0.57
H 1.8878 -0.7740 0.9565 0.30 -0.20 0.70
H -0.2182 -2.0025 -0.7921 -0.61 0.07 -0.23
H 1.1980 -2.7592 -0.2487 0.18 -0.11 0.40
H -1.6635 -2.4933 0.9870 -0.06 -0.05 0.10
```
Positions in Å, forces in eV/Å.

total charge: 0
SMILES: O=C(O)NCCCS
orbital gap: 9.96 eV
HOMO energy: -9.3908 eV

Quick rundown of ΔE to the lowest compared entry with this formula, charge and spin, same order as above: 165.6, 43.5, 0.0, 0.6, 63.4, 35.1, 12.0 kcal per mole